{"formula": "C14H34BO8S", "method": "ωB97M-V/def2-TZVPD", "largest_force_ev_per_a": 2.1, "total_charge": -1, "e_homo_ev": -4.148, "total_energy_ev": -42962.618, "homo_lumo_gap_ev": 6.8, "symbols": ["H", "H", "C", "H", "C", "O", "H", "C", "H", "H", "H", "H", "O", "C", "H", "O", "C", "H", "O", "H", "C", "O", "O", "S", "H", "H", "B", "C", "C", "C", "H", "H", "H", "H", "H", "H", "H", "H", "H", "C", "H", "H", "H", "H", "C", "H", "O", "O", "H", "C", "H", "C", "H", "H", "H", "C", "H", "H"], "xyz": [[-4.145, -4.136, 1.191], [-2.797, 5.757, 0.516], [2.474, -0.164, 1.193], [-0.856, -4.074, 3.028], [1.401, -3.748, -3.459], [-1.544, -3.959, 0.470], [-2.309, -4.915, 3.607], [-1.547, 7.357, 1.240], [1.760, -0.342, 1.998], [0.460, -4.293, -3.533], [-1.557, -5.758, 1.354], [2.123, 2.326, -1.248], [2.681, -3.519, -0.312], [-1.916, -4.246, 2.838], [3.458, -0.145, 1.672], [2.431, -4.705, -3.161], [1.320, -2.623, -2.436], [-0.158, 8.387, -0.055], [-0.552, 6.491, 1.782], [-1.854, 8.560, -0.542], [2.435, -1.324, 0.230], [-1.760, 1.239, -0.182], [-0.206, 3.183, -0.380], [-0.678, 2.016, -1.063], [-2.427, -3.282, 2.925], [2.732, 0.709, -1.483], [1.353, -3.045, -0.841], [-3.585, -5.075, 1.150], [3.023, -2.630, 0.749], [-2.879, 6.629, 1.170], [-0.464, 5.737, 1.187], [0.381, -2.074, -2.582], [1.352, 1.688, 1.099], [3.033, -1.172, -0.681], [2.121, -1.906, -2.681], [-1.422, 0.358, 0.022], [0.609, 0.652, -2.452], [-3.684, 7.265, 0.797], [0.357, -0.121, -0.899], [-1.116, 7.871, -0.126], [3.042, 1.908, 0.807], [-1.999, -3.111, 0.518], [-4.024, -5.768, 1.872], [2.486, -2.995, 1.633], [0.613, 0.830, -1.380], [1.624, -3.321, -4.447], [1.118, -1.735, -0.048], [-1.313, 2.292, -2.323], [-0.992, 7.037, -0.822], [1.997, 1.288, -0.929], [3.229, -4.378, -3.566], [2.203, 1.246, 0.583], [-1.622, 8.194, 1.937], [4.113, -2.609, 0.853], [-3.708, -5.489, 0.149], [-2.110, -4.821, 1.441], [-3.157, 6.268, 2.161], [0.453, -3.803, -0.541]], "atomic_forces_ev_per_a": [[0.0, 0.0, 0.1], [0.0, 0.0, -0.1], [0.2, 0.6, -0.1], [0.0, 0.0, 0.0], [0.3, 0.4, 0.0], [-0.4, -0.3, 0.1], [0.0, 0.0, 0.0], [0.0, -0.3, -0.3], [-0.1, -0.2, 0.0], [0.0, -0.1, 0.1], [0.1, 0.0, 0.0], [0.0, 0.0, -0.1], [0.2, 0.5, 0.1], [0.1, -0.1, 0.1], [0.1, 0.0, 0.0], [-0.5, -0.2, -0.2], [0.3, -0.2, 0.2], [0.0, 0.0, 0.0], [0.0, 0.2, 0.1], [0.0, 0.0, 0.0], [-0.1, -0.8, 1.2], [0.3, 0.1, 0.3], [0.0, -0.2, 0.9], [0.1, 0.7, -2.0], [-0.1, 0.0, 0.0], [0.1, -0.1, 0.1], [-0.3, 0.0, 0.1], [0.0, -0.1, -0.1], [-0.3, -0.8, -1.2], [-0.1, -0.1, 0.1], [0.0, -0.1, 0.0], [-0.1, -0.1, -0.1], [-0.1, 0.1, -0.2], [-0.1, 0.5, -0.1], [0.1, 0.0, 0.1], [0.0, -0.2, 0.1], [-0.3, 0.2, -0.1], [0.1, 0.0, 0.0], [0.2, -0.1, 0.0], [0.1, 0.1, 0.0], [0.0, 0.0, 0.1], [0.1, 0.1, 0.0], [0.0, 0.0, 0.0], [0.3, 0.4, 0.5], [0.2, -0.3, 0.3], [-0.2, -0.1, -0.2], [0.2, 0.2, -0.5], [-0.3, -0.2, 0.0], [-0.1, 0.0, 0.0], [-0.5, 0.8, 0.2], [0.4, 0.1, 0.1], [0.3, -0.4, 0.1], [0.1, 0.0, 0.1], [0.0, 0.0, 0.3], [0.0, 0.0, 0.0], [-0.3, 0.3, 0.1], [0.0, 0.0, 0.0], [0.2, -0.1, -0.3]], "lowdin_charge": [0.0757, 0.0829, -0.1222, 0.0797, -0.2935, -0.0610, 0.0724, -0.5059, 0.1145, 0.1038, 0.1405, 0.1065, -0.0822, -0.0641, 0.1090, -0.0789, -0.1226, 0.0756, -0.0536, 0.0750, -0.4065, -0.1491, -0.2992, 0.5979, 0.0770, 0.1092, -0.6375, -0.0709, -0.1823, -0.0642, 0.0796, 0.0872, 0.0954, 0.1374, 0.0869, 0.0833, 0.1091, 0.0754, 0.0811, -0.0649, 0.1022, 0.0880, 0.0717, 0.1234, -0.2224, 0.0954, -0.0976, -0.3086, 0.0832, -0.2160, 0.0639, -0.1764, 0.1319, 0.1171, 0.0752, -0.5012, 0.0771, 0.0965]}

---

{"formula": "C14H34F3N2O6V", "method": "ωB97M-V/def2-TZVPD", "largest_force_ev_per_a": 3.1, "total_charge": 1, "e_homo_ev": [-10.508, -11.147], "multiplicity": 4, "s2": 3.7545, "total_energy_ev": -64167.632, "homo_lumo_gap_ev": [7.7, 8.3], "symbols": ["H", "C", "H", "C", "H", "H", "H", "H", "H", "N", "H", "F", "F", "O", "H", "C", "F", "C", "H", "O", "H", "O", "H", "H", "H", "H", "N", "H", "H", "H", "H", "H", "C", "H", "C", "C", "H", "H", "H", "H", "H", "H", "C", "H", "O", "H", "C", "C", "H", "O", "H", "H", "V", "H", "C", "C", "O", "H", "C", "C"], "xyz": [[-6.200, 2.097, 0.250], [-5.207, 1.972, 0.682], [0.486, 1.990, 3.166], [3.281, 0.835, 0.295], [-4.450, 2.722, 0.451], [2.492, 2.307, 1.817], [-1.742, 2.770, -2.902], [2.928, -3.159, 1.798], [-2.227, 1.964, -1.403], [2.535, 1.326, -0.862], [-2.690, -0.569, -0.938], [-2.221, -3.085, 0.306], [-4.214, -2.436, -0.250], [-0.493, 1.268, -2.318], [1.135, 0.538, 3.811], [0.499, -2.514, -1.339], [-3.497, -2.399, 1.755], [4.702, 1.506, 0.321], [-0.585, -2.400, -1.329], [1.176, 0.778, 1.706], [-0.006, -3.177, -3.167], [1.327, -2.189, 1.030], [1.904, -3.701, -0.228], [-0.418, 0.440, 3.008], [-0.488, 3.160, 0.648], [-4.556, 0.684, -1.005], [1.196, -1.264, -1.678], [2.142, -1.619, -1.686], [2.389, 2.312, -1.026], [5.211, 1.107, 1.198], [0.569, -4.456, -2.046], [1.527, -3.190, 2.838], [-0.446, 3.351, -1.253], [-5.250, 2.050, 1.768], [-3.122, -2.148, 0.499], [2.557, 1.238, 1.613], [1.813, -3.504, -2.814], [0.392, 3.635, -1.889], [2.479, -1.670, 2.656], [0.292, -3.874, 0.380], [3.262, -0.247, 0.428], [-0.623, 1.212, -3.268], [1.020, -3.130, 0.056], [-1.052, 4.194, -0.923], [-1.361, -0.248, 0.463], [4.553, 2.585, 0.364], [0.779, -3.474, -2.471], [2.093, -2.557, 2.154], [5.373, 1.363, -0.526], [0.059, 2.761, -0.033], [3.116, 1.156, -1.670], [1.015, -1.147, -2.665], [0.534, 0.399, -0.518], [3.040, 0.764, 2.467], [-2.640, -0.659, 0.147], [-4.654, 0.639, 0.079], [-3.428, 0.415, 0.706], [-5.483, -0.024, 0.329], [-1.382, 2.384, -1.948], [0.559, 0.921, 2.968]], "atomic_forces_ev_per_a": [[0.2, 0.7, 0.0], [1.1, -0.4, -0.9], [-0.4, 0.2, 0.1], [0.5, 2.3, 1.7], [-0.5, 0.6, -0.5], [0.5, 0.3, -0.3], [-0.1, 0.4, 0.2], [0.4, -0.1, 0.2], [0.2, 0.3, 0.5], [-0.6, -1.1, -1.3], [-0.9, -0.5, -0.6], [1.4, -0.5, -1.4], [0.3, 0.2, -0.4], [-0.5, 0.1, -0.1], [0.5, -0.4, -0.2], [0.4, -0.9, 1.7], [-0.4, 1.1, 0.8], [-0.8, -0.8, 0.6], [0.2, 0.5, 0.5], [0.9, -1.0, -1.9], [0.6, -0.7, -0.9], [-0.5, 1.7, -0.4], [0.6, -0.1, 0.1], [0.1, 0.1, -0.6], [0.1, -0.5, 0.5], [0.0, 0.1, -0.2], [-0.2, -0.4, 0.5], [0.8, 0.6, 0.2], [0.1, 0.6, 1.4], [0.2, 0.5, 0.1], [-0.2, -0.3, -0.6], [-0.2, 0.2, 0.2], [-1.4, 0.1, 1.0], [-0.2, -0.9, 0.0], [-1.0, 1.1, 1.1], [-1.1, 0.0, 1.0], [-0.1, 0.3, -0.3], [-0.2, 0.1, 0.0], [-0.3, 0.0, -0.1], [-0.3, 0.1, 0.1], [0.2, -0.2, -1.1], [0.5, -0.7, 0.0], [-0.2, 0.0, -1.5], [0.3, 0.5, -0.5], [0.8, -1.4, -0.4], [0.0, 0.0, 0.4], [-0.9, -0.7, 1.1], [0.1, -1.0, -0.6], [-0.4, -0.6, -0.3], [0.1, -0.1, -0.8], [0.0, -0.8, -0.4], [-0.2, 0.4, -0.4], [-1.9, 0.2, 1.4], [0.6, 0.1, -0.1], [2.2, 2.2, 0.2], [-1.7, 1.5, 1.7], [-0.3, -1.9, -0.2], [0.5, -1.1, -0.1], [1.2, -0.7, -0.8], [0.0, 0.7, 0.6]], "mulliken_spin": [-0.0001, 0.0000, 0.0001, 0.0487, 0.0001, -0.0027, 0.0008, 0.0005, -0.0019, 0.0057, 0.0067, -0.0001, 0.0001, 0.0217, 0.0019, 0.0120, 0.0000, 0.0084, -0.0260, -0.0220, -0.0001, 0.0100, -0.0016, -0.0022, 0.0050, -0.0003, 0.0148, 0.0165, 0.0040, -0.0002, 0.0001, 0.0006, 0.0022, 0.0000, 0.0028, -0.0019, -0.0004, -0.0011, -0.0019, 0.0000, -0.0076, 0.0012, 0.0035, -0.0003, 0.0211, -0.0004, 0.0033, 0.0019, 0.0000, 0.0071, 0.0077, 0.0181, 2.8233, -0.0013, 0.0083, -0.0001, -0.0040, 0.0002, 0.0132, 0.0046]}

---

{"formula": "C14H34F4N6O18S4", "method": "ωB97M-V/def2-TZVPD", "largest_force_ev_per_a": 3.4, "e_homo_ev": -9.793, "total_energy_ev": -115076.479, "homo_lumo_gap_ev": 10.0, "symbols": ["O", "H", "N", "H", "O", "H", "O", "H", "O", "H", "O", "H", "N", "H", "H", "S", "H", "C", "C", "H", "C", "O", "O", "H", "H", "N", "H", "O", "C", "H", "H", "C", "H", "N", "H", "H", "H", "N", "O", "H", "C", "O", "C", "O", "C", "H", "H", "F", "C", "H", "O", "C", "S", "O", "H", "C", "C", "H", "H", "N", "S", "H", "O", "O", "H", "O", "F", "F", "H", "C", "C", "H", "H", "H", "O", "S", "O", "H", "F", "H"], "xyz": [[0.427, 4.401, -2.208], [5.768, -3.260, -1.061], [7.324, -2.223, -2.735], [1.932, 4.011, -0.184], [0.115, -0.768, 3.681], [9.248, -1.229, -3.225], [1.287, -1.290, -1.057], [-3.395, -0.565, 0.319], [-3.685, 1.251, 3.388], [-1.167, -3.893, 3.115], [2.335, 4.214, -3.679], [-5.173, -2.171, 0.429], [1.967, 2.031, -0.559], [-4.098, 0.544, -0.956], [-2.161, 1.374, 1.253], [-2.433, 1.318, 3.995], [1.120, 3.043, 1.107], [8.329, -1.669, -3.678], [-3.277, -3.322, 2.930], [-4.633, 0.843, 0.602], [-3.029, 2.774, -0.003], [-4.133, 2.863, -0.401], [-3.728, -4.005, -0.019], [0.626, -0.575, 1.234], [-2.347, 4.783, 0.143], [-2.626, 1.387, 0.293], [7.799, -0.880, -4.247], [-3.319, -2.595, 1.923], [-3.766, 0.422, 0.051], [-1.850, 1.188, -0.352], [7.435, -3.203, -2.406], [0.233, -1.442, -0.477], [-5.122, -1.615, 3.689], [-1.190, 1.402, 2.942], [-3.488, -3.291, 0.599], [4.451, -2.383, -1.732], [4.885, 2.055, -2.283], [0.618, 2.454, -3.759], [4.066, 0.971, -0.208], [3.531, 1.370, -2.991], [-5.451, -2.593, 3.896], [-4.748, -3.786, -2.079], [6.282, -1.497, -2.199], [-0.118, -0.998, 0.712], [3.832, 2.089, -2.264], [-2.331, -4.880, 2.038], [8.644, -2.503, -4.321], [0.830, 1.452, 4.362], [5.374, -2.267, -1.274], [-1.483, 3.594, 1.185], [-0.878, 0.476, -3.891], [-4.502, -3.428, -0.935], [0.088, 0.573, 3.228], [-5.146, -2.229, -0.550], [-6.220, -2.978, 3.245], [2.023, 3.095, 0.405], [-1.891, 3.788, 0.167], [1.490, 1.178, -0.198], [-0.578, -2.453, -1.802], [-4.175, -3.303, 3.944], [0.948, 3.953, -3.440], [3.318, 3.058, -2.482], [-2.108, 0.361, 4.997], [-0.947, -1.965, -1.022], [-2.272, -5.148, 3.778], [-0.877, 1.758, -1.804], [0.121, 4.756, -4.556], [-1.865, 2.621, -3.784], [-1.137, 3.714, -0.586], [-2.178, -4.394, 3.044], [3.442, 1.620, -0.974], [5.066, -1.685, -0.379], [-5.860, -2.566, 4.926], [2.904, 2.983, 1.011], [0.891, 0.825, 2.060], [-0.678, 1.717, -3.244], [6.167, -0.330, -2.431], [1.407, 2.325, -1.358], [-2.289, 2.807, 4.492], [-3.970, -4.062, 4.607]], "atomic_forces_ev_per_a": [[-0.8, 0.5, 1.6], [-0.1, 0.1, 0.4], [0.5, -1.1, 0.4], [0.5, 0.1, 0.5], [-0.7, 0.0, 0.4], [-0.8, -0.3, 0.1], [-0.6, -0.4, 0.5], [-0.4, 0.1, 0.0], [-1.9, 0.3, -1.5], [-1.1, -0.6, -0.3], [-0.9, 0.1, -0.5], [0.2, 0.0, -0.5], [0.0, -2.3, -0.6], [0.4, -0.4, -0.9], [-0.6, -0.5, -0.7], [3.3, -0.5, 0.7], [1.3, 0.0, -1.1], [-0.7, -0.1, 0.2], [0.3, -0.4, 0.6], [0.7, -0.9, 0.2], [1.4, 0.1, -0.6], [-0.9, 1.5, -0.2], [-0.8, -0.1, -1.9], [-0.5, -0.2, -0.8], [0.2, -0.2, 0.0], [0.8, -0.6, 0.9], [0.5, -0.5, 0.1], [-0.4, 0.4, 1.4], [0.1, 1.0, 1.3], [0.0, -0.1, -0.2], [-0.1, 1.4, -0.5], [-1.9, 0.6, -0.6], [-0.4, 1.5, -0.7], [-2.2, -0.3, 0.2], [0.5, 0.0, 0.9], [-1.8, -0.4, -1.3], [1.3, 0.4, -0.2], [-0.2, -0.6, 0.1], [-0.7, 0.4, 0.4], [-0.6, -0.6, -0.7], [0.7, -0.4, 2.0], [1.1, 0.0, 2.6], [1.4, -1.5, 0.4], [0.6, -0.2, 0.3], [-1.0, 1.6, -0.5], [0.8, 0.2, 0.9], [-0.1, 0.4, 0.0], [-0.7, -0.8, -0.6], [0.9, 0.4, 1.0], [0.0, 0.3, -0.6], [0.5, -0.2, 0.1], [-1.8, 0.6, -2.7], [1.9, 1.1, 0.3], [0.8, -1.2, 1.0], [0.1, -0.2, -0.5], [-2.1, 1.3, 1.6], [-1.9, -0.1, 1.6], [0.6, 0.5, 0.0], [-1.0, 0.5, 0.4], [0.7, -1.6, -0.5], [0.5, 0.4, -1.8], [1.0, -0.8, -0.1], [-0.4, 0.8, 0.7], [3.0, -0.5, -0.6], [-0.3, -0.5, 1.0], [0.7, 0.0, -0.3], [0.7, -0.7, 0.8], [0.4, 0.1, 0.3], [0.4, -0.3, -0.5], [0.3, 1.6, -2.4], [-0.3, -1.3, 1.1], [0.9, -0.3, -0.3], [0.2, -0.1, -0.6], [0.3, 0.2, 0.1], [1.1, 0.3, -0.4], [-1.0, 0.3, -0.5], [-0.6, 2.0, -0.5], [0.0, -0.1, -0.2], [-0.4, -0.5, 0.6], [-0.7, 0.8, -0.3]], "lowdin_charge": [-0.2783, 0.0758, -0.0135, 0.1001, -0.2217, 0.0848, 0.1031, 0.0805, -0.2409, 0.1123, -0.2735, 0.0925, 0.0833, 0.0975, 0.1200, 0.5061, 0.1128, -0.0699, -0.4683, 0.1150, -0.4051, 0.1691, 0.1142, 0.0725, 0.1049, 0.0686, 0.0850, -0.0046, 0.0254, 0.1143, 0.1366, -0.6176, 0.0629, -0.3170, 0.0140, 0.0531, 0.0912, -0.2866, 0.1858, 0.1176, -0.0359, 0.1001, -0.5602, 0.0866, 0.0317, 0.1039, 0.0764, -0.1646, 0.0090, 0.0910, -0.2283, -0.5764, 0.5215, 0.0555, 0.0871, -0.0250, 0.0486, 0.1421, 0.1450, 0.0277, 0.4890, 0.0784, -0.2544, 0.0927, 0.0554, -0.3254, -0.1565, -0.1531, 0.0355, 0.0321, -0.3803, 0.0954, 0.1005, 0.1037, -0.3258, 0.5334, 0.0575, 0.0893, -0.1525, 0.1468]}

---

{"formula": "C14H34NNdO3P2Si", "method": "ωB97M-V/def2-TZVPD", "largest_force_ev_per_a": 1.4, "e_homo_ev": [-6.841, -6.869], "multiplicity": 4, "s2": 3.7542, "total_energy_ev": -64435.210, "homo_lumo_gap_ev": [7.3, 7.3], "symbols": ["C", "C", "C", "H", "C", "H", "Si", "H", "H", "C", "H", "C", "O", "H", "C", "H", "H", "Nd", "H", "H", "C", "P", "H", "N", "H", "H", "H", "P", "H", "H", "C", "H", "H", "H", "C", "H", "H", "O", "C", "H", "H", "H", "H", "C", "H", "H", "H", "C", "H", "O", "H", "H", "H", "H", "H", "C"], "xyz": [[2.778, -0.719, -2.641], [-3.852, -1.874, -2.735], [3.670, 1.761, 2.497], [3.541, -0.743, -1.843], [-3.251, -0.423, 0.723], [1.023, 1.704, -3.877], [2.246, 0.650, 3.122], [2.297, -3.107, -0.611], [-4.685, -2.245, -3.317], [-2.562, -1.854, -3.260], [-4.283, -0.035, 0.759], [2.826, -1.120, 3.518], [1.688, 2.481, -2.420], [1.954, -1.748, 3.778], [-0.110, -1.350, -3.121], [0.530, 0.734, 4.951], [-0.032, -2.219, -3.798], [0.239, 0.274, 0.012], [-0.171, 1.669, -4.876], [2.283, 2.799, -1.707], [-2.979, -0.892, -0.723], [1.292, -1.433, -1.910], [-5.043, -1.361, -0.985], [-1.737, -0.836, -1.263], [-3.170, -1.289, 1.412], [4.156, 1.299, 1.619], [0.636, -3.585, -1.072], [-2.122, 0.903, 1.302], [-2.346, -2.232, -4.259], [1.996, 1.571, 5.520], [1.361, 1.396, 4.643], [-3.732, 2.740, 1.400], [3.530, -1.181, 4.358], [-1.188, 1.486, 3.400], [-1.969, 0.773, 3.090], [-2.917, 1.010, 3.588], [0.012, -0.396, -3.733], [0.556, 1.122, -4.520], [-4.053, -1.390, -1.445], [-0.369, 1.964, -1.362], [-2.018, 3.245, 1.137], [4.459, 2.005, 3.215], [-2.937, 2.546, -0.225], [-1.510, -1.355, -2.498], [1.991, -3.768, -2.257], [3.318, -1.586, 2.647], [0.746, 2.431, -1.971], [1.577, -3.154, -1.449], [2.599, 0.339, -2.909], [1.125, 0.644, 1.922], [-1.634, -0.244, 3.357], [3.135, -1.284, -3.511], [0.920, 2.363, 4.344], [3.222, 2.716, 2.164], [-0.237, -1.714, 0.952], [-2.801, 2.514, 0.867]], "atomic_forces_ev_per_a": [[0.5, -0.2, -0.5], [0.4, 0.3, 0.2], [-0.2, 0.0, 0.0], [-0.2, 0.0, -0.4], [-0.4, 0.1, -0.4], [-0.2, -0.3, -0.4], [-0.4, 0.0, 0.0], [-0.3, -0.2, -0.3], [0.0, 0.0, 0.0], [-0.2, -0.3, -0.1], [0.2, -0.4, 0.0], [-0.1, 0.0, -0.1], [0.0, 0.3, 1.1], [0.3, 0.3, -0.2], [0.0, 0.1, -0.3], [0.4, 0.2, -0.1], [-0.1, 0.4, 0.0], [0.9, 0.2, 1.0], [0.6, -0.3, 0.3], [-0.5, -0.2, -0.8], [0.3, 0.2, 0.0], [-0.9, 0.1, 0.0], [0.3, -0.2, -0.2], [-0.4, -0.4, -0.2], [0.1, 0.5, -0.4], [-0.2, 0.1, 0.3], [0.4, 0.2, -0.1], [0.6, -0.8, -0.5], [-0.2, 0.1, 0.3], [-0.1, -0.1, -0.2], [0.1, 0.0, -0.2], [0.1, 0.1, -0.2], [-0.1, 0.1, -0.1], [-0.3, -0.3, -0.1], [-0.4, 0.1, 0.5], [0.2, -0.1, 0.1], [0.0, -1.1, 0.7], [-0.2, 1.0, -0.3], [-0.2, 0.0, -0.1], [-0.3, 0.2, 0.1], [-0.4, -0.2, -0.2], [-0.1, -0.1, 0.0], [0.0, 0.0, 0.4], [-0.1, 0.3, 0.5], [-0.1, 0.0, 0.1], [-0.2, 0.2, 0.2], [0.6, -0.2, -0.2], [0.4, -0.3, 0.0], [0.0, -0.6, 0.1], [0.8, 0.2, 0.3], [-0.1, 0.4, -0.2], [0.1, 0.2, 0.1], [0.2, -0.3, 0.1], [0.2, -0.4, 0.1], [-0.1, 0.2, -0.3], [-0.3, 0.3, 0.2]], "mulliken_spin": [0.0003, 0.0015, 0.0001, 0.0003, -0.0011, 0.0009, -0.0020, -0.0002, 0.0001, -0.0002, -0.0004, -0.0002, -0.0006, 0.0000, -0.0019, 0.0000, -0.0002, 3.0319, -0.0001, 0.0008, 0.0004, 0.0023, -0.0001, 0.0021, 0.0002, 0.0001, 0.0008, 0.0006, -0.0002, 0.0001, 0.0000, -0.0002, 0.0000, -0.0002, -0.0002, -0.0004, -0.0003, 0.0001, 0.0002, -0.0098, -0.0002, -0.0001, 0.0005, -0.0036, -0.0003, 0.0000, 0.0016, 0.0002, -0.0008, 0.0028, 0.0005, -0.0004, -0.0001, 0.0000, -0.0238, -0.0005]}